Molecular formula: C4H6O3Rb
Method: DFT, ωB97M-V/def2-TZVPD

The energy relative to the best compared isomer or geometry (same formula, charge and spin) is 9.884 eV. The LUMO energy (spin up / spin down) comes out at -5.036 / -3.899 eV. The HOMO energy (spin up / spin down) comes out at -10.370 / -11.301 eV. The largest force on an atom comes out at 6.25 eV Å⁻¹. The value obtained for the gap between HOMO and LUMO (spin up / spin down) is 5.3 / 7.4 eV. As for the charge: +1.

Structure (XYZ):
```
14
Properties=species:S:1:pos:R:3:forces:R:3:mulliken_charge:R:1
H -0.01797 -3.50860 0.12971 -0.3 0.1 0.0 0.00
O -0.29726 -0.03096 -1.08346 -0.8 -1.4 0.0 -0.24
Rb 2.67112 -4.18565 0.35704 0.2 0.1 -0.1 0.98
O 1.81555 -0.48549 -0.58971 0.1 -0.4 -0.5 -0.51
C 0.88436 0.25182 -0.67185 1.5 2.3 2.9 0.74
O 0.94308 1.57318 -0.09965 -3.1 -2.1 -5.0 -0.31
C 1.61225 1.77023 0.95984 2.9 0.6 3.8 -0.49
C -1.51918 0.54057 -0.71003 0.8 0.8 0.1 0.08
C -2.49926 -0.30328 -0.38424 -1.6 0.3 0.2 -0.79
H 2.38049 2.54842 0.89598 -0.3 -0.4 0.5 0.30
H 1.49694 1.03658 1.76957 0.4 0.5 -0.2 0.32
H -3.48421 -0.09190 -0.80266 -0.2 1.1 1.0 0.28
H -1.44356 1.58152 -0.40320 -0.4 0.6 -1.9 0.35
H -2.54234 -0.69645 0.63264 0.8 -2.1 -0.8 0.29
```
Forces are in eV/Å.

***

Molecular formula: C28H76O10
Method: DFT, ωB97M-V/def2-TZVPD

The energy relative to the best compared isomer or geometry (same formula, charge and spin) is 10.796 eV. The LUMO energy comes out at 0.278 eV. The HOMO energy comes out at -8.739 eV. The largest force on an atom comes out at 11.76 eV Å⁻¹. Its SMILES is CC(C)O.CC(C)O.CC(C)O.CC(C)O.CC(C)O.CC(C)O.CC(C)O.CC(C)O.CC(C)O.CO. The value obtained for the gap between HOMO and LUMO is 9.0 eV. As for the charge: 0.

Structure (XYZ):
```
114
Properties=species:S:1:pos:R:3:forces:R:3:mulliken_charge:R:1
C 0.07345 0.26106 -0.03725 0.2 1.4 -0.4 3.39
O -0.10387 -0.38573 1.18191 0.5 -0.3 1.0 0.03
H 1.11973 0.48571 -0.29667 0.1 -0.6 0.2 -0.34
H -0.31518 1.31398 -0.01050 -0.4 -1.0 -0.2 -0.69
H -0.35672 -0.38074 -0.81768 0.0 0.6 0.2 -1.89
H 0.64401 -0.15051 1.78677 -0.9 0.2 -0.9 -0.75
C 2.26208 -1.40062 3.39612 0.1 -0.9 -1.9 -0.85
C 2.90842 -0.44355 2.36317 4.8 -8.4 1.1 -0.33
C 2.98032 -1.16014 1.01687 -0.1 -1.3 0.3 -0.62
O 2.27304 0.61118 2.18704 -5.6 7.3 0.5 -0.32
H 2.81438 -2.38582 3.39457 -0.4 1.2 0.3 0.49
H 1.27245 -1.63952 2.97753 0.1 0.0 0.4 -0.34
H 2.15329 -0.95295 4.35390 0.0 0.2 0.9 0.47
H 3.94170 -0.24991 2.72295 0.0 -0.2 -0.1 0.49
H 1.98961 -1.41112 0.57475 0.6 0.5 0.7 -0.24
H 3.48461 -2.10615 1.14227 0.4 -0.4 -0.2 0.76
H 3.52468 -0.54657 0.33742 0.4 0.4 -0.6 0.14
H 2.81867 1.27950 1.83092 0.5 1.4 -0.7 0.37
C -2.30477 2.12634 1.76534 -0.8 -1.6 -0.6 -0.78
C -1.09774 2.98713 1.86697 -5.0 4.2 -0.9 1.69
C -1.30672 3.95378 2.96188 -1.7 3.6 0.4 -1.91
O -0.03582 2.42522 2.20536 8.7 -3.7 -0.4 -0.12
H -2.78912 1.93588 2.73156 0.1 0.3 0.0 0.41
H -2.09004 1.12290 1.34976 0.1 0.5 0.0 -0.02
H -3.00577 2.59106 1.10048 -0.7 0.1 -0.1 0.12
H -0.92243 3.57068 0.94200 -0.3 -0.3 -0.1 -0.28
H -1.56920 3.51237 3.88356 -0.7 -1.1 1.0 0.32
H -2.06373 4.71144 2.73682 -0.4 -0.1 0.1 0.46
H -0.46822 4.55715 3.27063 0.9 0.1 -0.6 0.34
H -0.11930 1.72295 2.81389 -0.2 -1.5 1.2 -0.14
C 2.31905 4.62955 -2.86998 1.7 -0.9 -0.2 -1.39
C 1.03126 3.86458 -2.98554 4.4 -3.1 2.3 0.64
C 0.53629 3.26958 -1.70994 2.3 -0.4 1.6 0.11
O 0.09543 4.59194 -3.39301 -7.5 6.2 -3.3 -0.57
H 2.96071 3.83347 -2.42466 0.5 1.1 -0.4 0.21
H 2.24614 5.46285 -2.14693 0.0 -0.2 -0.5 0.36
H 2.71342 4.93538 -3.90966 -0.6 -0.3 1.8 0.29
H 1.20507 3.07983 -3.71534 0.0 -0.4 -0.2 0.01
H 1.38137 2.76431 -1.23007 -0.4 -0.6 0.2 -0.22
H -0.29110 2.61646 -1.89703 -0.4 -0.3 0.2 -0.54
H 0.32185 4.07820 -0.98549 -0.4 -0.2 -0.4 0.71
H -0.26558 5.15761 -2.66424 0.4 -0.7 -1.1 0.44
C -2.11407 -0.55259 -2.87016 -0.2 0.7 -0.9 -0.47
C -2.79020 -1.67755 -2.13713 -3.0 1.3 -7.7 0.98
C -2.69031 -2.87230 -3.06321 -2.5 -1.6 -0.2 -1.61
O -2.32432 -1.95062 -1.01395 3.1 -1.2 8.1 -0.35
H -1.08993 -0.77343 -3.08785 0.8 -0.4 -0.3 -0.29
H -2.09473 0.30857 -2.26938 0.0 1.2 0.8 -0.43
H -2.60315 -0.25361 -3.81025 0.0 -0.4 0.2 0.64
H -3.82280 -1.34254 -1.99741 -0.3 -0.4 -0.2 0.41
H -1.73964 -3.06520 -3.48778 1.2 0.5 -0.7 0.33
H -3.46346 -2.79010 -3.86410 0.7 -0.3 0.4 0.41
H -2.83314 -3.81848 -2.49375 -0.6 0.6 -0.2 0.30
H -1.38657 -2.10698 -1.08599 0.8 -0.3 0.4 -0.70
C -0.51494 -0.15523 6.28635 1.8 -1.1 -0.8 -1.87
C -0.45492 0.92287 5.23122 1.2 2.8 9.0 0.64
C 0.78165 1.80201 5.39480 0.3 0.7 -0.2 -1.03
O -0.32885 0.51386 4.07768 0.6 -4.4 -10.5 -0.20
H -1.17922 -0.92740 6.01187 -1.3 -0.8 -0.5 0.48
H -0.81447 0.22640 7.19948 -0.6 0.8 2.0 0.51
H 0.43113 -0.71938 6.43884 -0.2 0.7 -0.2 0.28
H -1.34800 1.48579 5.31928 -1.2 1.2 0.7 0.21
H 1.11642 2.04839 6.35678 -0.2 0.2 1.9 0.54
H 0.59706 2.75816 4.92653 0.2 0.2 -0.5 0.19
H 1.68674 1.35016 4.97483 -0.5 -0.2 -0.5 0.07
H -1.09685 0.04580 3.74779 -0.2 -0.4 -0.3 0.11
C 1.71938 0.13351 -3.33876 -1.1 -0.7 1.1 -0.69
C 3.09030 -0.12809 -2.77528 1.7 4.9 -6.9 0.31
C 3.66329 1.06851 -2.14059 0.3 3.1 -0.6 -1.47
O 2.99639 -1.01721 -1.91447 0.2 -9.4 7.0 -0.33
H 1.41531 -0.66595 -4.02812 0.0 0.7 0.0 0.13
H 1.67395 1.13108 -3.70296 -0.3 0.5 -0.8 0.25
H 0.99843 0.07397 -2.45003 0.9 0.2 -1.2 -0.18
H 3.85421 -0.55554 -3.51631 -1.0 1.4 -0.4 0.36
H 3.73943 1.92598 -2.86114 -0.4 -0.5 0.8 0.46
H 4.66226 0.95383 -1.82630 1.5 -0.7 0.3 0.53
H 3.15366 1.33825 -1.20326 -0.4 0.1 -0.5 -0.03
H 3.78037 -1.61153 -1.98139 -1.1 0.5 0.8 0.37
C 1.17150 -3.18293 -3.67278 -1.2 0.3 -0.4 -1.68
C 0.96940 -3.61077 -2.19576 0.8 -6.7 -4.4 1.44
C 2.12460 -4.50426 -1.74460 0.4 -1.5 -0.4 -1.75
O 0.75634 -2.68281 -1.34290 -2.0 4.8 3.6 2.77
H 2.13773 -2.65381 -3.87068 -0.9 -0.3 0.3 0.30
H 0.25203 -2.56631 -3.86174 1.2 0.1 -0.3 0.26
H 1.08885 -4.00766 -4.42765 0.2 0.3 1.0 0.49
H 0.06104 -4.30866 -2.17307 0.9 0.9 -0.3 0.22
H 2.50002 -5.10694 -2.57330 0.0 0.1 -0.2 0.41
H 1.80277 -5.25724 -1.02007 0.0 0.3 0.2 0.44
H 2.99011 -4.00921 -1.30919 -0.1 0.5 0.0 0.18
H 1.42869 -2.01351 -1.44639 0.7 1.0 0.2 -1.68
C -2.95829 2.66438 -1.56013 2.2 0.9 0.6 -0.33
C -4.47833 2.79381 -1.49053 1.6 0.2 -6.6 0.24
C -5.16190 1.70195 -2.30214 -0.1 0.0 -0.5 -1.50
O -4.99954 2.79934 -0.33802 -2.7 -0.9 7.4 -0.55
H -2.56904 2.72002 -2.60060 -0.4 -0.3 0.6 0.67
H -2.50557 1.82171 -1.01170 -0.8 -0.5 -0.6 -0.40
H -2.32678 3.43409 -0.99436 -1.5 0.0 -0.7 0.36
H -4.77500 3.75980 -1.92348 0.5 0.1 -1.0 0.33
H -4.82431 1.79720 -3.30638 0.7 -0.4 -1.0 0.43
H -6.24627 1.74430 -2.42996 0.0 0.6 0.7 0.41
H -4.95986 0.72053 -1.90040 0.4 -0.3 0.1 0.15
H -4.91892 3.66852 0.00681 0.0 0.9 1.1 0.40
C -0.95341 -4.50652 0.88304 -0.9 0.1 0.7 -1.54
C 0.21047 -3.89249 1.64787 -9.2 -0.3 3.7 1.85
C 0.28060 -4.47085 3.00254 1.1 0.4 0.6 -1.81
O 1.28162 -3.91382 1.05405 10.0 -1.6 -4.3 -0.65
H -0.79981 -4.35338 -0.15942 -0.1 -0.4 -1.0 0.06
H -1.87207 -4.01551 1.14738 -0.4 1.0 0.0 0.48
H -1.26301 -5.47488 1.19968 0.6 -1.6 -0.4 0.40
H -0.11154 -2.89698 1.65349 -0.9 2.3 1.1 -0.26
H 0.82995 -5.38624 3.01380 1.1 -0.5 -0.2 0.41
H -0.63070 -4.81277 3.36146 -2.1 0.0 0.8 0.47
H 0.71194 -3.74047 3.66304 0.3 0.0 0.7 0.33
H 1.12057 -3.59976 0.17577 0.4 0.6 -0.9 -0.11
```
Forces are in eV/Å.